{"formula": "C40H38IrN5O4PS2Si", "method": "ωB97M-V/def2-TZVPD", "gap_ev": [5.888, 6.176], "max_force_ev_per_a": 1.9, "e_above_lowest_ev": 0.608, "homo_ev": [-6.7, -7.0], "spin_multiplicity": 2, "s2": 0.7799, "elements": ["Ir", "C", "C", "N", "C", "C", "N", "C", "O", "O", "C", "O", "O", "H", "H", "H", "H", "H", "N", "C", "C", "C", "C", "C", "C", "C", "C", "C", "C", "C", "C", "C", "H", "H", "H", "H", "H", "H", "H", "H", "H", "H", "N", "C", "C", "C", "C", "C", "N", "C", "H", "H", "H", "H", "S", "P", "S", "C", "C", "C", "C", "C", "C", "C", "C", "C", "C", "C", "C", "H", "H", "H", "H", "H", "H", "H", "H", "H", "H", "C", "Si", "C", "C", "H", "H", "H", "H", "H", "H", "H", "H", "H"], "positions_angstrom": [[-0.284964, -0.669880, -0.002727], [0.164831, -0.882461, 3.907435], [-0.818318, -1.707207, 3.163974], [-0.929680, -1.822915, 1.863161], [-1.975164, -2.679923, 1.617473], [-2.506318, -3.118683, 2.814231], [-1.759212, -2.463109, 3.775901], [-3.437093, -4.213390, 3.080453], [-3.827455, -4.369294, 4.381777], [-3.817190, -4.984423, 2.258062], [-2.351206, -3.014327, 0.244310], [-3.424277, -3.329322, -0.156526], [-1.271695, -2.903671, -0.624496], [0.795959, -0.357369, 3.199149], [0.781820, -1.511822, 4.551753], [-0.348968, -0.148772, 4.529489], [-1.819341, -2.607180, 4.770138], [-3.738932, -3.552726, 4.885420], [1.507447, -1.038227, -0.714682], [2.665067, -0.545787, -0.884881], [3.897324, -1.312947, -0.573904], [3.790220, -2.622613, -0.100827], [4.920320, -3.343327, 0.239821], [6.179764, -2.772008, 0.107391], [6.298556, -1.481470, -0.384692], [5.167656, -0.758022, -0.733326], [2.811251, 0.836353, -1.467147], [2.369540, 1.073892, -2.764711], [2.444736, 2.347405, -3.308225], [2.939266, 3.399159, -2.551523], [3.368581, 3.169812, -1.252266], [3.309713, 1.893920, -0.711776], [2.808713, -3.063867, -0.009150], [4.827021, -4.354694, 0.616380], [7.064746, -3.335187, 0.374838], [7.279501, -1.037315, -0.496822], [5.275054, 0.243677, -1.125901], [1.975265, 0.249976, -3.348165], [2.108456, 2.518979, -4.323139], [2.991677, 4.393932, -2.976688], [3.746578, 3.987135, -0.650512], [3.636234, 1.719569, 0.305450], [-5.123002, -0.454957, -4.269692], [-4.770923, -0.390681, -3.177790], [-4.316221, -0.304295, -1.830940], [-5.203900, -0.253895, -0.751525], [-4.680246, -0.168960, 0.517593], [-3.303883, -0.147795, 0.684343], [-2.448835, -0.178461, -0.347331], [-2.950677, -0.267437, -1.574008], [-6.270603, -0.280780, -0.925415], [-5.322448, -0.105346, 1.384272], [-2.873987, -0.045093, 1.667928], [-2.245217, -0.303214, -2.393432], [-2.706226, 2.660035, 1.924788], [-1.017212, 2.894986, 0.930528], [0.360003, 1.404583, 1.241613], [-1.311228, 3.282176, -0.832514], [-2.051249, 4.436554, -1.093073], [-2.344815, 4.790418, -2.398415], [-1.910490, 3.994075, -3.449824], [-1.180086, 2.845649, -3.191726], [-0.872436, 2.494268, -1.883528], [-0.113469, 4.356053, 1.532162], [-0.177063, 4.657873, 2.888064], [0.563256, 5.715430, 3.393091], [1.359412, 6.472003, 2.544441], [1.417593, 6.173245, 1.190744], [0.684472, 5.112707, 0.680322], [-2.390909, 5.049028, -0.266146], [-2.918021, 5.686703, -2.598294], [-2.134793, 4.274800, -4.471287], [-0.843569, 2.218576, -4.008800], [-0.280023, 1.609314, -1.687204], [-0.818674, 4.068635, 3.531003], [0.519776, 5.951287, 4.448637], [1.930561, 7.303175, 2.938399], [2.038517, 6.767231, 0.531503], [0.725888, 4.871333, -0.373959], [0.815154, -4.537529, 0.605349], [-0.336484, -4.300509, -0.874167], [-1.446979, -5.809980, -0.944518], [0.601172, -3.867280, -2.437433], [1.707825, -5.090832, 0.305997], [0.325053, -5.115108, 1.393901], [1.129503, -3.582045, 1.028446], [-0.844986, -6.719374, -0.903662], [-2.056409, -5.845769, -1.848335], [-2.128717, -5.818160, -0.090180], [1.442986, -4.548967, -2.576001], [0.994164, -2.851912, -2.368068], [-0.037059, -3.933624, -3.320405]], "forces_ev_per_a": [[0.61, 1.19, -0.31], [0.00, -0.08, 0.06], [0.06, 0.27, 0.22], [-0.83, 0.05, -0.27], [0.03, -0.17, 1.26], [0.72, 0.49, -0.59], [-0.17, -0.37, -0.09], [-0.59, -0.34, 0.50], [0.02, 0.15, -0.12], [0.14, -0.11, -0.19], [0.25, -0.03, -1.14], [-0.22, 0.02, 0.25], [-0.45, 0.36, 0.54], [0.01, 0.02, 0.00], [0.00, -0.02, -0.01], [0.03, 0.06, -0.05], [0.13, -0.01, 0.02], [-0.04, 0.02, 0.02], [0.16, 0.04, 1.13], [-0.79, 0.41, -0.51], [0.23, -0.26, -0.18], [0.07, 0.03, 0.03], [0.01, -0.02, 0.01], [0.04, 0.03, -0.03], [0.08, -0.06, 0.04], [-0.07, -0.03, 0.05], [-0.04, 0.00, 0.24], [0.09, -0.03, 0.03], [-0.05, -0.01, -0.04], [0.01, 0.04, -0.05], [0.01, 0.02, 0.08], [0.01, 0.00, -0.12], [0.05, 0.11, -0.02], [-0.03, -0.01, -0.02], [0.00, 0.00, 0.01], [-0.01, 0.02, -0.03], [-0.01, 0.00, -0.01], [-0.02, 0.00, 0.01], [0.00, 0.02, 0.00], [0.00, 0.00, 0.02], [-0.01, 0.01, -0.01], [0.00, 0.00, 0.02], [-0.01, -0.01, 0.05], [-0.12, -0.02, -0.42], [0.16, 0.06, 0.68], [0.10, -0.03, -0.29], [0.06, -0.02, 0.11], [-0.32, 0.44, -0.21], [0.18, -0.58, 1.05], [0.00, 0.14, -0.39], [-0.01, 0.01, 0.01], [0.01, -0.02, 0.00], [0.07, -0.07, -0.02], [0.08, -0.01, 0.04], [-0.01, 0.23, -0.07], [-0.33, -0.01, 0.10], [0.00, -1.32, -1.41], [-0.02, -0.07, 0.27], [-0.03, -0.06, 0.01], [-0.04, 0.09, 0.08], [0.03, -0.07, -0.09], [-0.03, 0.02, -0.04], [0.14, -0.08, 0.00], [0.00, -0.20, 0.01], [0.05, 0.07, -0.02], [0.01, 0.00, 0.01], [0.00, 0.04, 0.03], [0.04, 0.02, -0.06], [0.03, -0.02, 0.08], [-0.05, 0.01, -0.03], [0.01, 0.01, 0.01], [-0.04, -0.02, 0.01], [0.03, 0.03, 0.01], [0.04, -0.07, 0.06], [0.00, 0.00, 0.00], [-0.02, 0.01, 0.00], [0.01, -0.01, 0.00], [-0.02, 0.00, 0.00], [0.06, 0.01, -0.02], [-0.36, 0.11, -0.10], [1.16, -0.55, -0.33], [-0.04, 0.41, -0.14], [-0.23, -0.27, 0.23], [-0.01, -0.01, -0.03], [-0.04, 0.00, -0.01], [-0.01, 0.01, -0.05], [0.08, 0.03, 0.02], [-0.01, 0.03, 0.00], [0.02, -0.05, 0.02], [0.01, -0.01, -0.02], [0.01, 0.00, 0.11], [-0.03, -0.01, 0.02]]}